{
  "formula": "C3H8N2OS",
  "method": "wB97M-V/def2-TZVPD",
  "elements": ["S", "C", "N", "H", "O", "H", "H", "C", "H", "N", "H", "C", "H", "H", "H"],
  "positions_angstrom": [[-0.289, 2.384, 0.467], [-0.092, 0.976, -0.262], [0.356, -0.043, 0.565], [-2.402, -0.819, -1.866], [1.354, -0.778, -0.095], [1.339, 1.309, 2.122], [-0.965, -1.405, -0.662], [-1.200, -0.740, -1.599], [1.700, -0.817, 2.006], [-0.690, 0.501, -1.331], [2.500, -0.557, 0.172], [0.748, 0.282, 1.978], [-0.428, -0.050, 2.809], [-1.141, 1.301, -1.887], [-0.789, -1.544, -2.416]],
  "orbital_gap_ev": 8.54,
  "de_lowest_kj_mol": 792.0,
  "multiplicity": 1,
  "e_homo_ev": -8.34
}

---

{
  "formula": "C3H8N2OS",
  "method": "wB97M-V/def2-TZVPD",
  "elements": ["H", "N", "S", "C", "H", "O", "H", "H", "H", "H", "H", "N", "C", "C", "H"],
  "positions_angstrom": [[3.334, 0.000, 0.263], [1.443, -0.316, -0.026], [1.246, 1.274, 0.838], [0.487, -1.090, -0.256], [-3.277, 1.393, 0.670], [-0.053, -2.086, -0.499], [3.125, -1.699, 0.101], [-3.238, 0.457, -0.791], [-1.873, -0.440, 1.017], [3.002, -0.590, -1.343], [-2.367, 1.846, -0.775], [-1.443, 0.207, 0.388], [2.827, -0.725, -0.285], [-2.551, 1.025, -0.129], [-0.663, 0.746, 0.827]],
  "orbital_gap_ev": 8.10,
  "smiles": "C[N+]([S-])=C=O.CN",
  "de_lowest_kj_mol": 355.3,
  "multiplicity": 1,
  "e_homo_ev": -7.98
}

---

{
  "formula": "C3H8N2OS",
  "method": "wB97M-V/def2-TZVPD",
  "elements": ["H", "H", "H", "H", "S", "H", "C", "C", "C", "N", "H", "O", "H", "N", "H"],
  "positions_angstrom": [[-1.299, -1.376, 1.865], [-0.539, 0.325, -2.958], [-0.282, -2.553, 0.944], [-1.646, 1.243, -1.071], [-0.496, 0.463, -0.599], [0.268, 1.780, -2.215], [-0.409, -1.544, 1.093], [0.254, 0.784, -2.230], [0.750, 0.315, 1.594], [-1.010, -0.957, -0.413], [1.905, 0.611, 1.900], [0.783, -1.039, 1.436], [0.067, 0.510, 2.516], [0.348, 1.137, 0.524], [1.307, 0.300, -2.386]],
  "orbital_gap_ev": 9.46,
  "smiles": "C[SH]1=NCOCN=1",
  "de_lowest_kj_mol": 655.0,
  "multiplicity": 1,
  "e_homo_ev": -8.90
}

---

{
  "formula": "C3H8N2OS",
  "method": "wB97M-V/def2-TZVPD",
  "elements": ["C", "C", "H", "H", "S", "H", "O", "H", "C", "N", "H", "H", "H", "N", "H"],
  "positions_angstrom": [[1.430, -0.136, -0.346], [0.127, 0.603, -0.165], [0.231, 1.374, 0.606], [1.486, -1.766, 0.978], [-1.069, -0.539, 0.493], [-3.452, -0.582, -0.591], [-1.251, -1.506, -0.572], [-4.298, 0.793, 0.249], [1.856, -0.728, 0.879], [-2.222, 0.660, 0.409], [-0.391, 1.129, -0.996], [2.407, -0.353, 1.655], [2.119, 0.659, -0.668], [-3.472, 0.205, 0.024], [1.520, -0.998, -1.258]],
  "orbital_gap_ev": [8.28, 8.13],
  "de_lowest_kj_mol": 593.2,
  "multiplicity": 1,
  "e_homo_ev": [-8.29, -7.99]
}

---

Copy entry 1 word for word.
{
  "formula": "C3H8N2OS",
  "method": "wB97M-V/def2-TZVPD",
  "elements": ["S", "C", "N", "H", "O", "H", "H", "C", "H", "N", "H", "C", "H", "H", "H"],
  "positions_angstrom": [[-0.289, 2.384, 0.467], [-0.092, 0.976, -0.262], [0.356, -0.043, 0.565], [-2.402, -0.819, -1.866], [1.354, -0.778, -0.095], [1.339, 1.309, 2.122], [-0.965, -1.405, -0.662], [-1.200, -0.740, -1.599], [1.700, -0.817, 2.006], [-0.690, 0.501, -1.331], [2.500, -0.557, 0.172], [0.748, 0.282, 1.978], [-0.428, -0.050, 2.809], [-1.141, 1.301, -1.887], [-0.789, -1.544, -2.416]],
  "orbital_gap_ev": 8.54,
  "de_lowest_kj_mol": 792.0,
  "multiplicity": 1,
  "e_homo_ev": -8.34
}